1.
# C4H13NO2

2 unconnected molecules or ions with the total composition C4H13NO2 (wB97M-V/def2-TZVPD, OMol25).

```
20
Properties=species:S:1:pos:R:3:forces:R:3
C 0.999 -0.543 1.571 0.0 -0.2 0.3
N 0.733 0.276 0.404 0.0 0.0 -0.4
C 1.306 1.610 0.525 0.0 -0.4 0.7
C -0.661 0.201 -0.007 0.0 0.6 0.3
C -0.976 0.985 -1.284 0.0 0.0 0.2
O -1.778 0.249 -2.193 -0.1 -0.2 -0.1
H 1.466 0.029 2.371 0.1 0.2 0.1
H 0.081 -0.948 2.013 0.0 0.0 -0.2
H 1.673 -1.372 1.347 0.0 -0.1 0.0
H 1.033 2.097 1.479 -0.3 0.1 -0.2
H 1.030 2.247 -0.308 0.0 0.0 -0.1
H 2.389 1.504 0.573 0.1 0.1 -0.3
H -1.327 0.553 0.802 0.0 0.0 0.0
H -0.910 -0.839 -0.184 0.0 -0.2 0.0
H -0.053 1.197 -1.821 0.0 0.0 0.0
H -1.461 1.934 -1.025 0.1 0.0 -0.1
H -2.608 -0.012 -1.776 0.1 0.2 0.1
H -0.743 -2.655 -1.353 0.1 0.0 -0.1
H 0.350 -3.160 -0.414 0.0 0.0 0.0
O -0.541 -3.353 -0.720 -0.1 0.0 0.0
```
Forces are in eV/Å.

Its energy above the lowest of the compared OMol25 structures with the same formula, charge and spin is 1.314 eV. As for the SMILES: CN(C)CCO.O. Its HOMO energy is -0.3131 hartree. The total energy comes out at -365.39420 a.u. The net charge is 0.


2.
# C4H8N2O

A molecular structure, C4H8N2O in a non-equilibrium geometry (wB97M-V/def2-TZVPD, OMol25).

```
15
Properties=species:S:1:pos:R:3:forces:R:3
C 0.744 1.933 -0.139 0.0 0.0 0.0
C 1.270 -1.302 0.230 0.0 -0.1 0.1
C -0.204 0.788 -0.179 -0.6 0.4 0.2
C 0.054 -0.623 -0.319 -1.1 -0.3 0.4
O -2.826 -0.925 -0.180 0.3 0.0 0.4
N -1.672 -0.423 0.462 0.7 -0.7 -0.3
N -1.496 0.857 0.075 0.8 0.5 -0.4
H -3.226 -1.462 0.521 0.1 0.0 -0.3
H -0.389 -1.085 -1.195 0.0 0.1 0.0
H 0.191 2.871 -0.204 0.0 -0.1 0.0
H 1.468 1.885 -0.954 0.0 0.0 0.0
H 1.303 1.938 0.803 0.0 0.0 -0.1
H 2.121 -1.170 -0.451 -0.1 0.0 0.0
H 1.557 -0.906 1.206 0.0 0.0 -0.1
H 1.104 -2.377 0.326 0.0 0.1 0.0
```
Forces are in eV/Å.

Its energy above the lowest of the compared OMol25 structures with the same formula, charge and spin is 5.038 eV. Its HOMO energy is -0.3144 hartree. The total energy comes out at -341.81851 a.u. The net charge is 0.


3.
# C10H15ClN4

2 unconnected molecules or ions with the total composition C10H15ClN4 in a non-equilibrium geometry (wB97M-V/def2-TZVPD, OMol25).

```
30
Properties=species:S:1:pos:R:3:forces:R:3
C 1.998 0.475 -0.295 0.7 0.2 -1.6
C 3.175 0.768 0.385 1.2 -1.2 -0.3
C 0.881 1.797 1.365 -2.0 0.1 0.6
C 0.830 1.029 0.206 -0.3 0.0 0.0
C 3.193 1.600 1.507 -2.0 -0.2 -1.5
C -0.629 0.925 -1.892 -1.3 0.1 -3.3
C -1.258 1.938 -1.053 2.0 0.0 -0.1
C 0.114 -2.055 0.357 -3.4 -1.1 1.7
C -1.005 -2.152 1.383 2.3 0.1 1.9
C -2.138 -2.005 -1.000 -0.7 1.9 0.2
N 2.041 2.097 1.920 -0.8 0.5 1.3
N -1.317 -0.073 0.310 -5.0 1.0 2.3
N -0.504 0.750 -0.453 1.2 1.5 1.1
N -1.215 -1.469 0.117 -2.6 1.2 -1.0
Cl 4.609 2.075 2.226 0.8 0.2 0.5
H 2.065 -0.050 -1.311 -0.2 0.5 1.7
H 4.134 0.306 0.108 -0.6 0.3 -0.3
H -0.151 2.120 1.880 2.6 -0.4 -1.1
H -1.199 0.168 -2.511 0.8 1.1 1.1
H 0.164 1.446 -2.450 0.4 -1.2 0.5
H -0.740 2.870 -0.967 0.6 0.2 0.1
H -2.240 2.085 -0.816 -2.7 -0.5 0.6
H 0.895 -1.436 0.449 2.4 2.5 0.8
H 0.318 -2.800 -0.302 0.2 -2.5 -1.6
H -1.458 -3.056 1.768 -0.5 -0.4 -1.2
H -0.871 -1.493 2.271 -0.2 0.0 -1.1
H -1.817 -3.009 -1.114 -0.1 -0.9 -0.7
H -3.280 -1.877 -0.886 1.9 -0.4 0.9
H -1.944 -1.282 -1.812 0.3 -1.3 0.0
H -2.651 0.309 0.611 5.2 -1.4 -1.6
```
Forces are in eV/Å.

Its energy above the lowest of the compared OMol25 structures with the same formula, charge and spin is 2.052 eV. Its HOMO energy is -0.5884 hartree. The total energy comes out at -1068.34490 a.u. The net charge is +2.


4.
# C6H17N2

2 unconnected molecules or ions with the total composition C6H17N2 (wB97M-V/def2-TZVPD, OMol25).

```
25
Properties=species:S:1:pos:R:3:forces:R:3
C -0.018 -1.974 -0.788 0.3 0.5 0.2
C -1.387 -1.646 -0.260 -0.2 -0.3 -0.1
C -1.585 -1.128 0.951 -0.1 0.3 0.4
C -2.555 -2.059 -1.125 0.7 -0.3 0.2
H 0.174 -3.040 -0.661 -0.1 -0.1 -0.1
H 0.777 -1.460 -0.233 -0.1 -0.1 0.1
H 0.123 -1.721 -1.839 -0.2 -0.1 -0.1
H -2.572 -1.061 1.395 -0.1 0.2 -0.3
H -0.803 -0.788 1.630 0.3 -0.4 -0.1
H -3.500 -1.835 -0.642 -0.1 0.1 -0.2
H -2.496 -3.132 -1.326 -0.1 0.0 0.1
H -2.460 -1.594 -2.108 -0.3 0.2 0.0
N -0.304 1.460 -0.317 0.3 0.2 0.1
C 1.154 1.829 -0.313 0.3 0.0 0.2
C 1.684 1.741 1.119 0.0 -0.4 -0.4
N 3.123 1.914 1.087 -0.1 0.0 0.3
H -0.469 0.548 0.159 -0.2 0.2 -0.3
H -0.832 2.171 0.191 -0.2 -0.1 0.0
H -0.685 1.386 -1.260 0.0 0.0 0.0
H 1.667 1.134 -0.975 0.0 -0.1 0.1
H 1.305 2.828 -0.715 -0.3 0.0 0.0
H 1.244 2.531 1.730 0.0 0.0 0.0
H 1.363 0.765 1.523 0.0 0.1 0.2
H 3.471 2.050 2.032 0.0 0.1 -0.2
H 3.581 1.080 0.744 0.0 -0.1 -0.1
```
Forces are in eV/Å.

Its energy above the lowest of the compared OMol25 structures with the same formula, charge and spin is 1.000 eV. Its HOMO energy is -0.4906 hartree. The total energy comes out at -348.05411 a.u. The net charge is +1.


5.
# C15H13ClN2OS

C15H13ClN2OS in the gas phase (wB97M-V/def2-TZVPD, OMol25).

```
33
Properties=species:S:1:pos:R:3:forces:R:3
C 5.483 -1.153 -2.500 0.1 -0.2 0.1
H 5.577 -0.170 -2.045 0.0 0.1 0.0
H 4.714 -1.107 -3.268 0.0 0.0 -0.1
H 6.428 -1.413 -2.969 0.1 0.0 -0.1
C 5.114 -2.193 -1.441 0.1 0.2 -0.1
C 3.817 -1.862 -0.788 -0.2 0.0 0.2
C 2.612 -2.460 -0.961 0.2 0.0 0.0
C 1.580 -1.855 -0.201 0.2 0.6 0.4
C 2.034 -0.778 0.549 -0.1 -0.7 -0.5
N 1.273 -0.014 1.362 -0.1 0.6 0.5
C 0.026 -0.333 1.440 0.2 0.0 0.1
N -0.519 -1.370 0.747 -0.1 0.0 0.1
C 0.183 -2.212 -0.129 0.0 0.1 0.1
O -0.396 -3.105 -0.708 -0.1 -0.2 -0.2
H -1.512 -1.555 0.831 0.1 0.0 -0.1
C -0.898 0.478 2.299 -0.1 0.0 -0.1
C -1.922 1.156 1.425 -0.1 0.0 0.1
C -3.244 0.732 1.400 0.1 0.1 0.0
C -4.167 1.340 0.567 -0.1 0.1 -0.1
C -3.760 2.378 -0.254 0.1 -0.1 0.2
C -2.442 2.811 -0.248 -0.1 0.0 0.0
C -1.531 2.196 0.590 -0.1 0.0 0.0
H -0.502 2.523 0.599 0.1 0.1 0.0
H -2.136 3.619 -0.893 0.0 0.1 -0.1
Cl -4.906 3.143 -1.297 -0.1 0.1 -0.1
H -5.194 1.011 0.555 -0.1 0.0 0.0
H -3.566 -0.073 2.044 0.0 -0.1 0.1
H -1.389 -0.173 3.025 0.0 0.0 0.0
H -0.296 1.215 2.830 0.0 -0.1 0.0
S 3.724 -0.512 0.321 -0.3 -0.3 -0.2
H 2.443 -3.308 -1.599 0.0 -0.2 -0.2
H 5.904 -2.232 -0.687 0.0 -0.1 0.0
H 5.031 -3.178 -1.904 0.0 0.0 0.1
```
Forces are in eV/Å.

Its energy above the lowest of the compared OMol25 structures with the same formula, charge and spin is 0.000 eV. As for the SMILES: CCc1cc2c(=O)[nH]c(Cc3ccc(Cl)cc3)nc2s1. Its HOMO energy is -0.3055 hartree. The total energy comes out at -1622.58776 a.u. The net charge is 0.


6.
# C11H18ClNO5P

2 unconnected molecules or ions with the total composition C11H18ClNO5P in a non-equilibrium geometry (wB97M-V/def2-TZVPD, OMol25).

```
37
Properties=species:S:1:pos:R:3:forces:R:3
C 4.738 0.970 -0.128 -0.3 -0.4 0.7
C 5.973 -0.077 -0.427 0.8 2.0 -0.2
O 5.597 -1.259 -1.219 -0.4 -1.2 2.9
C 5.064 -2.345 -0.336 -1.0 0.8 0.1
C 3.404 -2.148 -0.391 -1.9 0.0 -1.6
C 2.779 -2.066 -1.940 -3.1 0.5 4.0
C 1.162 -1.823 -2.065 2.7 -0.2 2.8
C 0.247 -1.656 -0.698 5.8 -0.1 1.5
P -1.655 -1.322 -0.827 -0.6 0.9 -1.5
O -1.900 0.274 -1.569 0.6 -1.7 4.1
Cl -2.313 -1.181 1.190 1.1 0.3 -1.2
C 1.047 -1.794 0.750 0.8 0.1 -2.7
N 2.565 -2.019 0.863 -1.9 0.1 -4.9
H 5.193 1.927 0.407 -1.0 -2.0 -1.2
H 3.939 0.488 0.615 1.8 1.0 -1.5
H 4.129 1.287 -1.084 1.6 -0.7 1.8
H 6.561 -0.374 0.561 -1.4 0.5 -2.0
H 6.757 0.532 -1.091 -1.7 -1.6 1.3
H 5.424 -2.250 0.774 -0.6 0.0 -2.1
H 5.386 -3.406 -0.719 -0.9 2.2 0.4
H 3.521 -2.173 -2.869 -1.9 0.3 2.4
H 0.720 -1.745 -3.169 0.8 -0.2 2.8
H -2.105 0.856 -0.754 0.4 -0.6 -1.9
H 0.479 -1.726 1.798 1.4 -0.1 -2.7
H 3.040 -2.081 1.809 -0.9 0.1 -1.6
C -5.000 0.710 2.578 0.3 -0.2 0.3
O -6.123 1.311 1.935 0.2 0.6 -0.9
C -5.805 2.094 0.874 -0.1 0.1 -0.1
O -4.679 2.308 0.452 -1.3 -0.4 0.5
O -6.957 2.597 0.362 1.0 -0.6 0.7
C -6.775 3.446 -0.769 0.0 0.4 -0.5
H -5.371 0.108 3.412 -0.2 0.2 -0.2
H -4.467 0.050 1.886 -0.1 0.3 0.1
H -4.329 1.477 2.979 0.0 -0.1 -0.2
H -6.313 2.896 -1.595 0.1 0.1 0.2
H -6.175 4.322 -0.502 0.0 -0.3 -0.1
H -7.760 3.791 -1.095 0.1 -0.2 0.3
```
Forces are in eV/Å.

Its energy above the lowest of the compared OMol25 structures with the same formula, charge and spin is 8.344 eV. Its HOMO energy is -0.4658 hartree. The total energy comes out at -1661.90839 a.u. The net charge is +1.